Version 1
20
Properties=species:S:1:pos:R:3:nbo_charge:R:1 method="wB97M-V/def2-TZVPD" lumo_energy_ev=-4.2 homo_lumo_gap_ev=3.31
C 0.300 -2.228 1.480 -0.677
C -0.024 -2.352 -0.049 0.151
C 0.729 -1.569 -0.968 -0.440
C 1.567 -0.469 -0.851 0.479
O 1.776 0.336 -2.019 -0.653
H -0.473 -1.637 1.915 0.308
H 0.403 -3.135 2.039 0.262
H -0.793 -2.908 -0.598 0.241
H 0.734 -2.041 -2.120 0.270
H 2.247 -0.378 -0.078 0.199
H 1.025 0.888 -2.013 0.539
H -0.549 -0.328 0.310 0.421
H 1.224 -1.599 1.423 0.218
O -0.865 0.304 1.037 -0.933
H 0.084 3.392 -0.942 0.451
H -1.447 2.978 -0.115 0.480
O -0.319 2.628 -0.510 -1.187
H -2.387 3.783 1.103 0.434
H -0.758 1.134 0.612 0.527
O -2.472 3.202 0.347 -1.089

=====

Version 2
20
Properties=species:S:1:pos:R:3:nbo_charge:R:1 method="wB97M-V/def2-TZVPD" smiles="C=CC(=C)O.O.O.O" lumo_energy_ev=0.6 homo_lumo_gap_ev=9.05
C 0.523 1.016 -1.561 -0.365
C 1.473 0.221 -1.143 -0.231
C 1.308 -0.598 0.097 0.311
C 1.729 -1.877 0.352 -0.566
O 0.821 0.236 1.045 -0.688
H -0.413 1.293 -1.245 0.208
H 0.591 1.414 -2.610 0.190
H 2.425 0.050 -1.861 0.221
H 1.779 -2.403 1.252 0.201
H 2.322 -2.510 -0.232 0.208
H 0.555 -0.287 1.852 0.502
O -0.654 0.932 3.129 -0.956
H -0.903 1.882 3.122 0.492
H -1.379 0.504 3.532 0.473
O -2.233 -2.459 -2.878 -0.940
H -1.655 -3.272 -2.946 0.471
H -2.530 -2.281 -3.785 0.469
O -1.556 2.381 0.614 -0.967
H -0.749 2.751 0.118 0.477
H -1.271 1.573 1.056 0.489

=====

List of relative energies, unit eV: version 1 4.511; version 2 0.000

=====

Version 1
18
Properties=species:S:1:pos:R:3:nbo_charge:R:1 method="wB97M-V/def2-TZVPD" smiles="C1OCOCO1.C=C" lumo_energy_ev=0.9 homo_lumo_gap_ev=10.67
C -2.010 0.872 0.434 0.204
O -0.862 1.674 0.583 -0.529
C 0.259 0.963 0.117 0.203
O 0.422 -0.258 0.800 -0.529
C -0.746 -1.029 0.648 0.204
O -1.884 -0.349 1.122 -0.534
H -2.216 0.691 -0.638 0.137
H -2.874 1.421 0.856 0.193
H 1.160 1.581 0.292 0.191
H 0.178 0.786 -0.972 0.137
H -0.627 -1.959 1.235 0.193
H -0.883 -1.315 -0.413 0.137
C -1.946 -0.029 4.343 -0.402
C -0.838 0.683 4.129 -0.392
H -2.495 -0.487 3.513 0.204
H -2.338 -0.176 5.356 0.188
H -0.446 0.830 3.116 0.205
H -0.289 1.141 4.959 0.189

=====

Version 2
18
Properties=species:S:1:pos:R:3:nbo_charge:R:1 method="wB97M-V/def2-TZVPD" lumo_energy_ev=-0.1 homo_lumo_gap_ev=7.58
C -0.634 1.001 1.126 -0.223
C -0.756 2.335 0.481 -0.645
C 1.946 -0.993 -0.616 -0.690
C -0.113 -0.158 0.609 0.283
C 0.776 -0.074 -0.514 0.163
O -1.003 -0.710 -1.176 -0.437
O -1.309 -2.118 -0.982 -0.527
O -0.184 -1.315 1.336 -0.715
H -2.267 -2.133 -1.096 0.472
H -0.570 -1.992 0.744 0.506
H -1.047 0.906 2.125 0.208
H 0.848 0.888 -1.006 0.218
H -0.579 2.319 -0.591 0.207
H -1.773 2.710 0.638 0.225
H -0.078 3.062 0.943 0.214
H 2.876 -0.468 -0.406 0.246
H 1.874 -1.871 0.025 0.244
H 1.992 -1.388 -1.638 0.252

=====

Version 3
18
Properties=species:S:1:pos:R:3:nbo_charge:R:1 method="wB97M-V/def2-TZVPD" lumo_energy_ev=0.6 homo_lumo_gap_ev=8.12
C 1.647 -0.087 0.588 0.404
C -2.047 0.537 -0.319 -0.667
C -0.240 -1.739 0.505 -0.631
C -0.574 0.675 -0.108 0.239
C 0.271 -0.357 0.196 -0.052
O 2.135 1.149 0.791 -0.664
O 1.762 -0.723 -1.143 -0.873
O -0.016 1.877 -0.528 -0.728
H 1.637 1.770 0.226 0.513
H 2.388 -0.089 -1.515 0.455
H -0.699 2.555 -0.588 0.489
H 2.101 -0.800 1.278 0.187
H -2.557 1.486 -0.132 0.207
H -2.271 0.232 -1.346 0.221
H -2.471 -0.206 0.351 0.230
H -0.614 -1.794 1.530 0.215
H -1.014 -2.020 -0.203 0.223
H 0.563 -2.467 0.417 0.231

=====

List of relative energies, unit eV: version 1 0.000; version 2 4.084; version 3 0.721

=====

Version 1
23
Properties=species:S:1:pos:R:3:nbo_charge:R:1 method="wB97M-V/def2-TZVPD" lumo_energy_ev=-3.3 homo_lumo_gap_ev=10.31 total_charge=+1
C 1.181 1.436 1.349 -0.620
C -0.243 0.907 -1.628 -0.411
C -0.232 -1.394 -1.770 -0.429
C -0.284 1.030 1.221 -0.525
C -0.481 -0.259 0.432 0.665
N 0.637 -1.893 1.067 -0.896
N 0.158 -0.254 -0.914 -0.416
O -1.821 -0.576 0.487 -0.707
H 1.667 1.519 0.349 0.194
H 1.325 2.538 1.643 0.253
H 1.741 0.782 1.939 0.226
H 0.090 0.876 -2.614 0.242
H -1.330 0.741 -1.663 0.232
H 0.028 1.742 -1.032 0.229
H -1.263 -1.292 -1.991 0.229
H 0.415 -1.497 -2.536 0.227
H -0.289 -2.312 -1.004 0.282
H -0.827 1.932 0.785 0.248
H -0.671 0.864 2.256 0.253
H -0.066 -2.307 1.601 0.353
H 1.428 -1.667 1.632 0.362
H 1.114 -0.579 -0.916 0.481
H -2.276 -0.335 1.307 0.528

=====

Version 2
23
Properties=species:S:1:pos:R:3:nbo_charge:R:1 method="wB97M-V/def2-TZVPD" lumo_energy_ev=-2.9 homo_lumo_gap_ev=10.40 total_charge=+1
N -0.592 1.547 -0.061 -0.696
C 0.443 0.438 0.006 -0.026
C -0.262 -0.793 -0.597 -0.450
C 0.195 -2.122 -0.058 -0.215
C 1.312 -2.683 -0.510 -0.337
C 1.038 0.348 1.421 -0.261
N 0.497 1.367 2.293 -0.879
H -1.206 1.459 0.750 0.450
H -0.189 2.481 -0.096 0.436
H -1.170 1.451 -0.918 0.465
H 1.161 0.751 -0.726 0.207
H -1.286 -0.666 -0.228 0.206
H -0.266 -0.614 -1.661 0.217
H -0.331 -2.530 0.795 0.219
H 1.822 -2.305 -1.356 0.195
H 1.694 -3.576 -0.044 0.218
H 2.104 0.294 1.405 0.222
H 0.790 -0.637 1.804 0.222
H 1.152 2.102 2.541 0.383
H 0.191 1.024 3.193 0.391
H -2.666 1.512 -3.022 0.503
H -2.052 0.169 -2.665 0.489
O -2.378 0.982 -2.265 -0.959

=====

Version 3
23
Properties=species:S:1:pos:R:3:nbo_charge:R:1 method="wB97M-V/def2-TZVPD" lumo_energy_ev="-3.0 / -4.4" homo_lumo_gap_ev="9.52 / 5.53" total_charge=+1
C 3.685 0.336 0.498 -0.709
C -1.206 1.229 0.773 -0.738
C -1.885 -1.530 0.202 -0.469
C 2.352 0.031 0.100 0.115
C -1.273 0.787 -0.592 0.338
N -2.516 1.058 -1.186 -0.795
N -0.974 -0.688 -0.581 -0.559
O 2.021 -1.061 -0.505 -0.731
H 4.134 0.779 -0.465 0.234
H 4.379 -0.573 0.643 0.223
H 3.721 1.078 1.339 0.247
H -0.323 0.859 1.244 0.224
H -2.062 0.805 1.388 0.240
H -1.252 2.315 1.061 0.280
H -2.104 -2.444 -0.231 0.233
H -1.674 -1.734 1.329 0.258
H -2.889 -0.880 0.104 0.248
H 1.599 0.488 0.634 0.119
H -2.821 2.023 -1.145 0.418
H -2.393 0.764 -2.227 0.391
H -0.991 -1.209 -1.492 0.452
H -0.101 -0.595 -0.183 0.459
H 2.576 -1.839 -0.708 0.519

=====

Version 4
23
Properties=species:S:1:pos:R:3:nbo_charge:R:1 method="wB97M-V/def2-TZVPD" lumo_energy_ev=-8.3 homo_lumo_gap_ev=4.62 total_charge=+1
C -2.761 0.237 -0.793 -0.590
C -1.350 0.507 -0.184 -0.081
C -0.793 -0.948 0.462 -0.241
C 0.563 -0.822 0.967 -0.502
C 1.587 -1.036 -0.155 -0.192
N 2.866 -0.568 0.150 -0.726
N -0.489 1.151 -0.973 -0.318
H -3.388 -0.115 -0.022 0.244
H -2.724 -0.483 -1.645 0.234
H -3.107 1.192 -1.156 0.246
H -1.461 1.050 0.771 0.238
H -1.017 -1.660 -0.333 0.238
H -1.458 -1.120 1.288 0.263
H 0.864 -1.404 1.816 0.296
H 1.644 -2.096 -0.460 0.230
H 1.263 -0.356 -0.986 0.199
H 2.888 0.398 0.382 0.405
H 3.556 -1.089 0.653 0.396
H 0.640 1.596 -0.408 0.443
H -0.392 0.813 -1.927 0.383
H 0.676 0.218 1.360 0.296
H 1.025 2.645 0.847 0.489
O 1.366 1.889 0.346 -0.949

=====

List of relative energies, unit eV: version 1 3.215; version 2 0.000; version 3 4.758; version 4 5.019

=====

Version 1
23
Properties=species:S:1:pos:R:3:nbo_charge:R:1 method="wB97M-V/def2-TZVPD" lumo_energy_ev=-9.0 homo_lumo_gap_ev=4.43 total_charge=+1
C 3.027 -0.483 -0.387 -0.632
C 1.504 -0.127 -0.246 -0.093
C 0.855 -0.127 1.193 -0.355
C -0.578 0.514 1.282 -0.447
C -1.795 -0.436 1.043 -0.253
N -2.725 0.338 0.300 -0.612
N 0.733 -0.842 -1.146 -0.453
H 3.395 0.022 -1.315 0.247
H 3.758 -0.162 0.383 0.265
H 3.019 -1.587 -0.575 0.214
H 1.310 0.951 -0.447 0.338
H 0.789 -1.199 1.383 0.240
H 1.412 0.286 2.027 0.266
H -0.602 1.135 2.171 0.264
H -2.308 -0.691 1.975 0.263
H -1.473 -1.375 0.548 0.224
H -2.259 0.622 -0.511 0.402
H -3.545 -0.256 0.179 0.381
H -0.073 -0.221 -1.516 0.453
H 1.337 -1.513 -1.662 0.421
H -0.684 1.214 0.445 0.285
H -0.974 1.529 -2.351 0.481
O -0.905 1.091 -1.516 -0.898

=====

Version 2
23
Properties=species:S:1:pos:R:3:nbo_charge:R:1 method="wB97M-V/def2-TZVPD" lumo_energy_ev=-7.7 homo_lumo_gap_ev=4.95 total_charge=+1
C -0.627 -0.358 0.239 -0.763
C -1.769 -0.378 -0.682 0.295
C -1.804 -1.306 -2.044 -0.477
C -1.043 -0.861 -3.272 -0.604
N 3.752 0.757 4.038 -0.752
C 2.315 0.362 3.672 0.176
N 1.500 0.483 2.564 -0.752
H -0.617 0.429 0.978 0.300
H -0.612 -1.315 0.799 0.359
H 0.335 -0.373 -0.400 0.298
H -2.779 -0.068 -0.358 0.244
H -1.442 1.074 -1.310 0.405
H -1.000 -1.616 -3.978 0.247
H -1.458 -2.239 -1.786 0.263
H 0.009 -0.536 -2.998 0.224
H -1.445 0.020 -3.757 0.238
H 4.078 1.673 3.720 0.384
H 3.483 -0.062 3.231 0.399
H 1.868 -0.054 4.550 0.207
H 1.686 1.416 2.165 0.341
H -2.866 -1.637 -2.369 0.258
H -0.822 2.714 -1.281 0.501
O -0.742 1.876 -1.722 -0.793

=====

List of relative energies, unit eV: version 1 0.000; version 2 1.606